136
Properties=species:S:1:pos:R:3 method="wB97M-V/def2-TZVPD" homo_lumo_gap_ev=10.273 e_lumo_ev=0.23 smiles="COP(=O)(OC)OC.COP(=O)(OC)OC.COP(=O)(OC)OC.COP(=O)(OC)OC.COP(=O)(OC)OC.COP(=O)(OC)OC.COP(=O)(OC)OC.COP(=O)(OC)OC" homo_energy_ev=-10.0 relative_energy_ev=6.657 largest_force_ev_per_a=4.88
C -5.453 -3.507 2.625
O -5.279 -2.110 2.727
P -6.242 -1.228 3.719
O -7.618 -1.081 3.090
O -6.363 -2.009 5.134
C -6.994 -1.307 6.231
O -5.432 0.080 3.938
C -5.518 1.277 3.113
H -6.180 -3.766 3.395
H -4.526 -4.080 2.588
H -5.979 -3.618 1.677
H -6.506 -1.461 7.193
H -8.002 -1.645 6.473
H -7.344 -0.327 5.906
H -6.428 1.364 2.520
H -4.636 1.306 2.474
H -5.563 2.127 3.794
C 1.611 -6.594 -3.056
O 1.137 -6.211 -1.745
P -0.301 -5.438 -1.437
O -0.977 -4.975 -2.700
O 0.082 -4.131 -0.529
C 0.123 -4.184 0.859
O -1.186 -6.384 -0.457
C -1.223 -7.788 -0.501
H 1.109 -6.269 -3.967
H 1.530 -7.673 -3.188
H 2.679 -6.378 -3.022
H 0.200 -5.209 1.221
H -0.768 -3.709 1.268
H 1.066 -3.799 1.248
H -1.297 -8.144 0.526
H -0.346 -8.249 -0.956
H -2.159 -8.106 -0.960
C -1.092 -3.656 5.613
O -1.644 -2.380 5.349
P -0.802 -1.014 5.444
O 0.526 -0.988 4.798
O -0.791 -0.666 7.037
C 0.161 0.327 7.565
O -1.843 0.094 4.870
C -1.521 1.523 4.755
H -1.720 -3.968 6.448
H -0.075 -3.613 6.002
H -0.868 -4.244 4.724
H 0.503 1.201 7.011
H 0.976 -0.397 7.565
H -0.098 0.518 8.606
H -0.450 1.718 4.700
H -1.944 1.908 5.683
H -2.109 2.012 3.979
C 1.895 -0.567 0.613
O 1.779 0.080 -0.634
P 0.316 0.515 -1.112
O -0.432 -0.629 -1.781
O -0.367 1.156 0.234
C -1.531 0.641 0.977
O 0.578 1.818 -2.057
C 0.703 1.631 -3.409
H 1.867 -1.657 0.609
H 1.217 -0.031 1.277
H 2.889 -0.288 0.960
H -1.275 0.282 1.974
H -2.044 -0.195 0.503
H -2.161 1.488 1.247
H 0.172 0.747 -3.764
H 1.740 1.506 -3.723
H 0.183 2.443 -3.916
C 3.509 5.925 -1.871
O 4.156 4.811 -2.494
P 5.303 5.015 -3.666
O 4.894 5.989 -4.677
O 6.665 5.266 -2.824
C 7.263 6.595 -2.777
O 5.415 3.544 -4.220
C 4.335 2.836 -4.713
H 2.523 6.272 -2.184
H 4.148 6.808 -1.843
H 3.312 5.704 -0.822
H 7.337 6.947 -1.749
H 6.699 7.395 -3.257
H 8.212 6.533 -3.309
H 4.731 2.117 -5.431
H 3.652 3.524 -5.212
H 3.787 2.298 -3.939
C 3.198 -5.236 -5.909
O 3.108 -4.322 -4.853
P 4.208 -3.101 -4.450
O 5.628 -3.394 -4.855
O 3.592 -1.670 -4.845
C 3.565 -1.106 -6.167
O 3.995 -3.084 -2.817
C 2.667 -2.906 -2.287
H 3.958 -4.942 -6.632
H 2.287 -5.128 -6.497
H 3.269 -6.304 -5.702
H 2.584 -1.098 -6.641
H 4.247 -1.679 -6.795
H 4.119 -0.172 -6.258
H 1.996 -3.109 -3.122
H 2.484 -1.908 -1.890
H 2.424 -3.602 -1.484
C -5.061 0.445 -0.505
O -3.997 1.163 -1.014
P -3.574 1.333 -2.636
O -3.631 0.015 -3.402
O -4.772 2.356 -3.133
C -4.918 2.415 -4.515
O -2.237 2.149 -2.688
C -2.059 3.411 -1.999
H -4.687 -0.415 0.051
H -5.879 0.059 -1.113
H -5.616 0.943 0.289
H -5.965 2.209 -4.734
H -4.279 1.770 -5.117
H -4.815 3.428 -4.904
H -2.576 4.191 -2.558
H -1.014 3.721 -2.017
H -2.448 3.296 -0.987
C 3.651 2.550 0.518
O 2.330 2.682 1.051
P 2.121 2.710 2.703
O 2.404 1.504 3.417
O 2.960 3.974 3.252
C 2.551 4.431 4.531
O 0.523 3.142 2.747
C -0.209 3.870 1.755
H 4.499 2.866 1.125
H 3.591 3.150 -0.390
H 3.874 1.564 0.112
H 1.894 5.263 4.277
H 3.349 4.918 5.092
H 2.071 3.704 5.186
H -1.209 4.188 2.049
H -0.416 3.286 0.858
H 0.318 4.800 1.540

=====

114
Properties=species:S:1:pos:R:3 method="wB97M-V/def2-TZVPD" homo_lumo_gap_ev="1.800 / 8.871" e_lumo_ev="2.30 / 2.22" charge=-1 multiplicity=2 homo_energy_ev="0.5 / -6.7" relative_energy_ev=0.699 largest_force_ev_per_a=3.34 s2=0.751
C -1.827 3.205 6.142
C -2.422 2.107 5.171
C -1.421 0.964 4.946
O -0.195 1.550 4.483
C 0.570 0.591 3.873
N -3.647 1.682 5.786
H -1.937 2.908 7.185
H -2.472 4.078 6.037
H -0.774 3.393 5.930
H -2.629 2.641 4.244
H -1.956 0.351 4.221
H -1.086 0.458 5.852
H 1.598 0.885 3.662
H 0.133 0.357 2.903
H 0.778 -0.347 4.388
H -3.973 0.892 5.246
H -3.471 1.232 6.673
C -2.186 3.396 1.056
C -1.059 2.419 0.709
C 0.285 2.957 1.320
O 0.548 4.044 0.469
C 1.436 5.065 0.983
N -1.489 1.138 1.170
H -2.490 3.451 2.102
H -3.031 2.934 0.544
H -2.029 4.392 0.642
H -0.915 2.329 -0.368
H 1.016 2.161 1.177
H 0.321 3.301 2.353
H 1.141 5.424 1.969
H 1.379 5.876 0.258
H 2.484 4.769 0.934
H -1.295 1.042 2.157
H -2.480 0.945 1.180
C -5.377 3.305 -4.353
C -5.464 2.192 -3.379
C -4.439 2.211 -2.233
O -3.115 2.213 -2.707
C -2.572 0.895 -2.595
N -6.834 2.070 -2.785
H -4.440 3.230 -4.905
H -5.476 4.220 -3.769
H -6.220 3.419 -5.036
H -5.330 1.298 -3.988
H -4.605 1.504 -1.421
H -4.586 3.191 -1.778
H -1.551 1.061 -2.936
H -3.034 0.066 -3.132
H -2.502 0.635 -1.538
H -7.223 2.994 -2.664
H -7.387 1.521 -3.427
C 1.862 3.031 -2.827
C 2.897 1.990 -2.434
C 3.924 2.405 -1.399
O 4.813 3.539 -1.761
C 5.516 3.764 -0.507
N 2.216 0.738 -2.091
H 2.403 3.784 -3.400
H 1.432 3.440 -1.912
H 1.090 2.543 -3.422
H 3.531 1.709 -3.275
H 4.536 1.529 -1.185
H 3.302 2.659 -0.541
H 6.386 3.107 -0.482
H 4.986 3.472 0.400
H 5.735 4.832 -0.524
H 1.681 0.861 -1.243
H 1.495 0.483 -2.751
C -2.618 -3.627 0.289
C -1.340 -4.469 0.137
C -1.650 -5.880 -0.235
O -2.677 -6.296 0.605
C -3.238 -7.573 0.318
N -0.472 -3.821 -0.770
H -3.267 -3.506 -0.578
H -2.449 -2.560 0.439
H -3.279 -3.882 1.118
H -0.761 -4.483 1.060
H -0.813 -6.578 -0.244
H -2.098 -5.780 -1.224
H -2.504 -8.378 0.353
H -3.571 -7.433 -0.710
H -4.014 -7.872 1.023
H -0.304 -2.861 -0.505
H -0.965 -3.790 -1.650
C 5.090 -1.800 -0.225
C 4.609 -2.533 -1.480
C 4.577 -4.092 -1.335
O 5.922 -4.692 -1.304
C 5.833 -6.089 -1.496
N 3.248 -2.042 -1.730
H 4.478 -2.044 0.643
H 5.084 -0.734 -0.451
H 6.091 -2.003 0.156
H 5.251 -2.225 -2.305
H 4.007 -4.523 -2.158
H 4.063 -4.293 -0.396
H 6.752 -6.511 -1.904
H 5.050 -6.364 -2.203
H 5.650 -6.556 -0.529
H 3.157 -2.260 -2.712
H 3.277 -1.032 -1.723
O -0.203 -0.956 -3.327
H -0.402 -0.862 -2.395
H -0.540 -1.821 -3.559
O 2.275 -0.635 0.798
H 2.983 -0.093 1.145
H 2.721 -1.317 0.294
O -0.118 -0.534 -0.517
H -0.561 0.119 0.025
H 0.780 -0.554 -0.184
O 0.863 -2.594 2.360
H 1.240 -1.778 2.032
H 0.292 -2.896 1.654

=====

132
Properties=species:S:1:pos:R:3 method="wB97M-V/def2-TZVPD" homo_lumo_gap_ev=7.637 e_lumo_ev=-0.62 homo_energy_ev=-8.3 relative_energy_ev=5.832 largest_force_ev_per_a=11.84
C 6.105 -1.439 -2.743
C 4.666 -1.094 -2.446
O 4.366 -1.186 -1.055
O 6.913 -0.502 -1.931
H 6.356 -1.368 -3.802
H 6.317 -2.470 -2.457
H 4.104 -1.962 -2.789
H 4.117 -0.258 -2.880
H 4.403 -2.109 -0.792
H 6.497 -0.320 -1.085
C -3.275 -2.646 -1.328
C -3.323 -3.208 0.109
O -4.636 -3.474 0.682
O -4.366 -1.716 -1.479
H -3.388 -3.369 -2.135
H -2.391 -2.043 -1.536
H -2.928 -2.422 0.752
H -2.553 -3.972 0.219
H -4.513 -4.373 0.994
H -5.011 -1.926 -0.800
C 0.881 -3.225 -3.675
C -0.490 -2.982 -4.301
O -0.521 -1.710 -5.055
O 1.325 -2.165 -2.786
H 1.638 -3.389 -4.441
H 0.723 -3.996 -2.921
H -1.279 -3.156 -3.569
H -0.609 -3.759 -5.056
H -1.406 -1.337 -5.045
H 0.786 -2.102 -1.994
C 1.608 0.664 4.270
C 0.274 1.481 4.513
O 0.197 2.300 3.370
O 2.699 1.407 4.704
H 1.822 0.328 3.255
H 1.569 -0.192 4.944
H 0.214 1.956 5.493
H -0.429 0.648 4.522
H 1.062 2.713 3.315
H 3.310 0.811 5.142
C -4.305 1.452 2.957
C -3.280 0.304 3.203
O -2.462 0.141 2.033
O -5.254 1.517 4.054
H -4.925 1.279 2.077
H -3.725 2.370 2.860
H -3.791 -0.618 3.478
H -2.764 0.459 4.150
H -2.494 1.018 1.643
H -5.725 0.681 4.036
C -2.745 1.321 -1.970
C -2.240 2.733 -1.700
O -1.366 3.209 -2.678
O -3.704 0.959 -0.923
H -1.931 0.609 -2.108
H -3.216 1.225 -2.948
H -1.671 2.695 -0.771
H -3.122 3.339 -1.491
H -1.784 3.285 -3.539
H -3.827 0.007 -0.901
C -1.176 4.512 1.196
C -2.382 5.464 0.984
O -2.846 6.180 2.085
O -1.690 3.235 1.590
H -0.521 4.764 2.029
H -0.650 4.307 0.264
H -3.170 4.796 0.637
H -2.446 6.174 0.160
H -2.411 7.031 2.180
H -0.954 2.831 2.055
C 1.800 2.079 -5.119
C 0.480 2.417 -5.841
O 0.014 3.713 -5.379
O 2.939 2.846 -5.572
H 1.921 1.012 -5.308
H 1.742 2.247 -4.043
H -0.332 1.708 -5.679
H 0.701 2.472 -6.907
H 0.670 4.330 -5.713
H 2.690 3.772 -5.616
C -0.099 -0.116 0.115
C 0.791 0.762 -0.834
O 2.112 0.673 -0.350
O 0.181 -1.507 0.011
H -1.168 0.077 0.031
H 0.113 0.133 1.155
H 0.524 1.817 -0.776
H 0.682 0.492 -1.885
H 2.561 0.004 -0.872
H -0.045 -1.997 0.805
C 0.459 -6.918 1.101
C 0.137 -6.009 -0.081
O -0.201 -4.745 0.419
O -0.639 -7.482 1.702
H 1.064 -6.451 1.878
H 1.000 -7.722 0.602
H -0.820 -6.211 -0.563
H 1.022 -5.917 -0.710
H 0.314 -4.549 1.206
H -0.703 -7.099 2.580
C 1.054 5.829 -2.214
O 1.674 6.672 -1.670
N 0.498 5.853 -3.305
N 0.868 4.693 -1.678
H -0.006 5.094 -3.742
H 0.698 6.642 -3.902
H 1.311 4.458 -0.802
H -0.038 4.345 -1.960
C 2.123 -2.966 2.331
O 0.966 -3.252 2.075
N 2.716 -1.899 1.892
N 3.041 -3.806 2.845
H 2.046 -1.458 1.278
H 3.699 -1.692 2.000
H 3.911 -3.351 3.080
H 2.860 -4.782 3.032
C 2.735 3.528 1.767
O 2.184 3.974 0.768
N 3.440 2.395 1.747
N 2.771 4.138 2.961
H 3.275 1.907 0.878
H 3.664 2.157 2.703
H 3.392 3.676 3.611
H 2.456 5.079 3.150
C -2.885 -3.667 4.010
O -4.012 -3.376 4.477
N -2.202 -2.959 3.201
N -2.295 -4.795 4.233
H -2.555 -2.062 2.899
H -1.271 -3.295 2.999
H -2.752 -5.638 4.550
H -1.534 -4.989 3.598